Molecular formula: C57H65N13
Method: DFT, the ωB97M-V functional and the def2-TZVPD basis

```
135
Properties=species:S:1:pos:R:3:forces:R:3:mulliken_charge:R:1
N 0.916089 -0.138526 3.805583 0.6398 0.8014 1.4440 0.5169
C 2.174600 -0.634361 4.040670 0.1942 0.2538 -1.8494 -0.3599
C 3.075649 0.417367 3.975854 0.6643 -2.4038 1.3806 -0.6198
C 2.348455 1.591168 4.064703 -1.3407 0.2875 -0.5233 -0.8597
C 1.027343 1.234242 3.917289 -0.6926 -0.1908 -0.3619 -0.6660
H 0.041674 -0.651371 3.895574 0.3736 0.0830 -0.0915 -0.0280
H 2.426569 -1.666714 4.001144 -0.1539 -0.6539 0.0113 0.4345
H 4.127878 0.156959 4.041023 -0.0539 0.6761 0.0886 0.5747
H 2.676381 2.568451 4.288196 0.4227 0.8844 -0.2427 0.5272
H 0.145390 1.828314 3.769651 -0.0946 0.2644 0.2547 0.4054
N 5.105482 -1.986798 1.574147 -0.0305 -0.1634 -0.5123 0.0887
C 4.165718 -2.762256 0.900636 0.4657 0.8038 0.2541 -0.2615
C 3.734794 -3.720298 1.795301 0.0187 1.1945 -0.7425 -0.0154
C 4.407441 -3.491517 2.997327 1.2232 -0.1103 1.2715 -0.9198
C 5.308965 -2.442389 2.859532 -1.6653 -0.5541 -1.6835 -0.8717
H 5.538985 -1.150906 1.196961 -0.0965 -0.0296 -0.2021 0.2954
H 3.863000 -2.547116 -0.142062 0.3516 -0.0681 0.9481 0.1285
H 2.922640 -4.375919 1.615177 -0.3648 -0.7358 -0.0572 0.5844
H 4.343315 -4.108912 3.869694 -0.1315 -0.1381 0.3254 0.4891
H 6.045019 -1.982651 3.482315 0.0815 0.0091 0.3367 0.5141
N -1.379027 -1.280032 -4.780212 1.9179 0.7243 -0.5425 0.0939
C -2.197284 -0.831108 -3.752076 1.1181 -0.3915 -0.8212 -0.7742
C -3.357374 -1.539183 -3.869281 -2.3392 0.5032 1.5852 0.1528
C -3.293124 -2.387621 -4.973958 1.6686 -1.1586 -0.8997 -1.2427
C -2.007324 -2.267255 -5.506523 -1.1374 0.9460 0.3364 -0.4736
H -0.448878 -0.827501 -5.054469 -2.1102 -1.0151 0.7384 0.3937
H -1.785665 -0.122950 -3.043521 -0.3965 -0.0204 -0.1126 0.5994
H -4.282810 -1.453708 -3.240683 1.2876 0.0168 -0.4849 0.3489
H -3.972251 -3.165507 -5.295948 -0.2378 0.3621 0.0908 0.4300
H -1.621486 -2.685978 -6.423570 0.2648 0.0533 0.2074 0.4705
N -1.541494 2.891775 -3.604216 -0.0724 0.1798 -1.6602 0.4992
C -2.246912 2.573973 -4.742541 0.2421 -0.0769 -1.2894 -0.2578
C -1.712871 3.259600 -5.843625 0.1060 -0.8436 1.0945 -0.9400
C -0.648000 4.003665 -5.307984 0.9807 1.4392 0.8013 -0.4995
C -0.571894 3.794973 -3.936535 -0.2100 0.1500 0.0559 -0.3494
H -1.803217 2.671887 -2.667027 -0.5917 -0.2973 0.4363 0.2005
H -2.966140 1.779463 -4.842145 -0.2121 0.0023 0.6317 0.4796
H -1.935839 3.138267 -6.911481 -0.1665 0.0635 0.7976 0.3904
H -0.047835 4.772616 -5.787977 -0.0703 -0.3986 -0.1521 0.3721
H -0.018826 4.264065 -3.109362 -0.0616 -0.1917 -0.8662 0.2580
N -2.032253 -2.998842 3.716758 0.4678 0.2988 1.7408 0.2375
C -0.914011 -3.728373 3.576107 1.6835 -0.0958 1.4662 -0.7386
C -0.035542 -3.427562 4.641246 -0.2053 0.1210 -1.6320 -0.4637
C -0.627641 -2.384495 5.413190 -0.7912 -0.6647 -0.3406 -0.8147
C -1.899215 -2.265990 4.885506 -0.1216 0.6944 -0.9926 -0.4125
H -2.847278 -3.029031 3.135314 -0.4051 -0.0721 -0.2122 0.3601
H -0.777304 -4.448876 2.806920 -0.0334 -0.3133 -0.4935 0.5796
H 0.950747 -3.866340 4.712072 -0.0710 0.1582 0.1588 0.5279
H -0.212385 -1.741649 6.197658 -0.2367 -0.7570 -0.1983 0.3280
H -2.733909 -1.678539 5.169891 -0.3727 0.6431 0.3572 0.4978
N -3.248263 -2.988490 0.301628 0.9595 -0.7451 -0.3543 0.5199
C -3.469535 -1.694145 0.614898 -0.1193 -0.2802 -0.0627 0.2243
C -4.543427 -1.637222 1.456841 -0.1857 -0.0554 0.2649 -0.2891
C -4.940059 -2.991349 1.745200 0.4827 -0.1017 -0.8829 -1.6496
C -4.111816 -3.817378 0.982591 0.1591 1.3779 0.0099 -0.4051
H -2.481382 -3.258976 -0.338882 -0.4304 -0.2012 0.4188 0.3949
H -2.780465 -0.942367 0.284357 -0.1766 0.2825 -0.2062 -0.0597
H -4.939357 -0.668897 1.728829 -0.3644 -0.4101 0.4227 0.8404
H -5.746132 -3.356077 2.353611 -0.1569 0.1407 0.1222 0.4235
H -4.037482 -4.877306 0.834037 -0.2164 -0.1620 0.1501 0.4912
N 0.307714 4.256982 1.419657 -2.1273 -2.6750 2.4804 0.7303
C 0.275015 4.799189 0.204738 0.1420 -0.2578 -0.3008 -0.0232
C 1.152344 5.834659 0.211628 0.0506 0.3215 -1.0383 -0.8649
C 1.731445 5.929132 1.483563 0.3763 0.6465 0.8376 -0.9919
C 1.144221 4.921356 2.226138 0.9519 0.6242 0.2173 -0.4179
H -0.390540 3.576363 1.858394 1.0499 1.0843 -1.2116 0.0313
H -0.186506 4.280514 -0.592708 -0.6493 -0.0513 -0.6453 0.2865
H 1.298154 6.365955 -0.693846 0.5597 0.7884 -0.3470 0.5328
H 2.428584 6.696195 1.847112 -0.3563 -0.6008 -0.2541 0.4091
H 1.307809 4.577798 3.229194 -0.0448 0.1608 0.2457 0.5029
N 1.435118 0.144639 0.936252 0.6692 -0.0793 0.0260 1.4563
C 0.516488 -0.845789 0.657353 -0.1163 1.3471 -0.8628 -2.1244
C -0.310469 -0.256979 -0.292641 -0.8784 -0.2188 -0.2132 1.4705
C 0.047346 1.097248 -0.556983 1.0073 -0.5739 0.2972 -0.1343
C 1.202314 1.278513 0.160351 -0.1090 -0.8594 1.1722 -1.1704
H 2.117493 0.037248 1.708253 -0.3981 0.3857 -0.9189 -0.3129
H 0.554578 -1.849867 1.108900 -0.0393 0.9889 -0.2259 0.5094
H -1.110163 -0.676875 -0.855228 -0.4563 -0.7856 0.0212 0.0059
H -0.418545 1.837424 -1.213421 0.2348 -0.6246 0.2007 -0.2716
H 1.872942 2.101439 0.183148 0.2936 0.4985 0.2970 0.6703
N 4.596652 -1.382420 -3.147308 -0.4026 0.8251 0.3118 -0.3265
C 3.411329 -1.077402 -2.593808 0.8372 0.9081 1.0974 -0.4081
C 2.199576 -1.400140 -3.144463 -0.2455 -0.4952 -0.7523 -0.0561
C 2.245945 -2.077946 -4.368675 -0.3598 0.0494 -0.1022 -0.1590
C 3.450041 -2.383448 -4.990976 0.3192 -0.4254 0.7429 -0.7462
C 4.606355 -1.976721 -4.328097 0.1560 -0.3459 0.4878 -0.5005
H 3.467309 -0.479645 -1.653509 -0.0963 -0.6967 -0.6130 0.6929
H 1.256105 -1.214549 -2.624528 0.3184 0.1266 -0.2121 0.4505
H 1.309527 -2.361356 -4.823857 -0.1027 -0.2836 -0.0866 0.3058
H 3.561950 -3.115801 -5.789934 -0.3699 0.6446 -0.2775 0.3749
H 5.616102 -2.177828 -4.664941 -0.1311 -0.2331 -0.4816 0.4078
N -0.843368 -3.862778 -1.466178 0.5377 -0.2169 0.2389 -0.2654
C -0.913708 -4.295252 -2.720938 0.7595 -0.3400 -0.8422 -0.6326
C 0.184823 -4.840506 -3.407787 0.6304 0.0044 0.3940 -0.6289
C 1.427856 -4.947210 -2.752218 -1.0090 0.3428 -0.1064 -0.4072
C 1.500556 -4.513696 -1.437456 -1.1083 0.3628 -0.4677 -0.5404
C 0.347466 -3.982402 -0.853416 -0.1106 0.1041 0.4073 -0.0698
H -1.851288 -4.184543 -3.254245 -0.0903 0.0734 0.1710 0.5533
H 0.109586 -5.149011 -4.449639 -0.2158 0.0877 0.2598 0.4127
H 2.331095 -5.294968 -3.241566 -0.2242 -0.1045 -0.1292 0.4632
H 2.435646 -4.516871 -0.936438 0.5595 -0.0501 0.6220 0.4045
H 0.359004 -3.607305 0.178323 0.1550 -0.2936 -0.4701 0.2280
N -2.162296 2.972608 2.782983 0.1579 -0.5493 0.8563 -0.0750
C -2.780466 3.578824 3.818616 -0.6359 -0.4054 -0.1855 -0.6980
C -3.742016 2.904289 4.594343 0.7057 1.4057 -0.1033 -0.6472
C -3.977972 1.589923 4.300162 -1.1649 -0.9266 1.3637 -0.7756
C -3.337656 0.912035 3.288614 1.2060 0.8597 -0.1748 -0.6319
C -2.376166 1.647959 2.560986 -0.7187 0.5143 -0.6254 -0.2466
H -2.571760 4.644846 4.030834 0.1076 -0.7292 -0.4030 0.3993
H -4.278437 3.412731 5.413496 0.4467 -0.3033 -0.5331 0.4149
H -4.673688 1.056171 4.976908 0.3075 0.1859 -0.6904 0.3712
H -3.565860 -0.132509 3.172767 0.3717 -0.0831 -0.4179 0.8956
H -1.832216 1.256755 1.666004 -0.4213 0.0265 0.9573 0.7030
N 5.498820 0.927515 0.216227 0.1319 0.7630 -0.8079 -0.3953
C 5.827596 1.188772 -1.072373 -0.6361 -1.0079 0.8201 -0.5162
C 5.423660 2.342391 -1.754334 0.6943 -0.4656 -0.0006 -0.5242
C 4.746296 3.289048 -1.026529 -0.2519 -0.3453 1.7250 -0.2796
C 4.414492 3.078920 0.339730 0.4681 -0.1040 -1.5138 -0.2880
C 4.816634 1.875321 0.874564 -0.0161 -0.2424 0.1070 -0.3254
H 6.323350 0.318676 -1.501760 0.0858 0.5670 -0.5252 0.4818
H 5.672791 2.546190 -2.807537 -0.0783 -0.3829 0.6414 0.3878
H 4.511718 4.197605 -1.493932 -0.5467 1.1691 -0.5208 0.4985
H 3.851028 3.788647 0.938084 0.0944 0.0325 -0.2048 0.4339
H 4.559559 1.644371 1.892997 -0.0497 -0.1422 0.3593 0.4177
N -3.409179 2.547184 -1.310682 -0.5617 -0.1872 0.0486 0.1104
C -4.441245 1.695971 -1.330170 1.3747 -1.4120 -1.4685 -0.2352
C -5.505950 1.676174 -0.473491 0.3157 0.0042 -0.4738 -0.6587
C -5.601829 2.663536 0.446562 0.3790 1.2493 0.5504 -0.5006
C -4.550124 3.588840 0.496787 -0.6011 0.0469 0.0284 -0.6570
C -3.490631 3.502867 -0.397938 0.7699 0.5115 0.8882 -0.0183
H -4.342372 0.899051 -2.084507 -0.1532 0.3665 0.2797 0.1597
H -6.243190 0.926333 -0.525412 -0.7019 -0.8314 -0.2978 0.5425
H -6.514183 2.683985 1.030562 0.3419 0.3984 0.4684 0.4103
H -4.548943 4.392284 1.202530 -0.0558 0.3075 0.3561 0.4663
H -2.614092 4.195037 -0.296637 -0.9895 -0.5691 -0.2041 0.2326
```
Positions in Å, forces in eV/Å.

The gap between HOMO and LUMO is 8.372 eV. As for the total charge: 0.